1.
Computed, not measured: C10H21ClSi in the gas phase, with ωB97M-V/def2-TZVPD.

Last column: Mulliken charge in e.
Positions of all 33 atoms, in Å:
C: 1.199 0.921 -2.754  -0.56
C: 0.346 0.738 -1.803  0.25
Cl: -1.304 0.994 -2.265  -0.21
Si: 0.609 -0.071 0.027  0.05
C: -0.983 0.569 1.003  -0.54
C: -1.054 2.122 0.838  -0.45
C: -1.842 2.772 2.020  -0.62
C: -1.954 4.307 2.168  -1.32
C: 0.642 -2.019 -0.257  0.32
C: -0.395 -2.382 -1.315  -1.55
C: 2.092 -2.512 -0.379  -0.36
C: 2.011 -4.065 -0.485  -1.38
H: 0.928 1.238 -3.773  0.25
H: 2.274 0.673 -2.595  0.21
H: 2.007 0.398 0.647  -0.17
H: -1.931 0.007 0.657  0.28
H: -0.712 0.422 2.059  0.38
H: -1.479 2.425 -0.138  0.32
H: -0.037 2.463 0.894  0.31
H: -2.862 2.338 2.244  0.36
H: -1.279 2.448 2.923  0.27
H: -1.066 4.831 2.339  0.36
H: -2.523 4.716 1.430  0.38
H: -2.462 4.350 3.198  0.32
H: 0.214 -2.621 0.551  0.41
H: -1.331 -1.838 -1.105  0.36
H: -0.120 -2.146 -2.386  0.27
H: -0.413 -3.499 -1.265  0.45
H: 2.812 -2.200 0.446  0.32
H: 2.708 -2.062 -1.295  0.20
H: 1.726 -4.321 -1.535  0.27
H: 1.268 -4.394 0.129  0.44
H: 2.909 -4.602 -0.224  0.37

Atomic forces in eV per Å
2.909 -0.050 -1.834
-0.713 -1.099 2.566
-0.971 0.014 -0.032
-0.588 0.027 -0.528
0.621 -0.123 -1.140
-1.697 -0.176 0.302
0.605 -0.646 1.045
-0.693 -2.859 3.524
0.398 1.990 0.690
1.011 -0.670 -1.694
2.005 -0.124 -1.458
1.818 1.529 -2.778
0.073 -0.107 0.620
-0.841 0.381 -0.045
-1.518 -0.314 -0.634
1.503 0.877 0.832
-0.568 -0.467 -0.122
0.306 -0.229 0.544
0.520 0.588 -0.056
0.915 0.239 -0.936
-0.205 0.069 -0.335
1.672 0.592 -0.265
-1.642 1.412 -1.910
0.222 0.564 -1.578
0.285 0.794 0.843
0.135 -0.800 -0.045
-0.080 0.026 1.094
-0.982 0.838 -0.260
-1.457 -0.311 -0.415
-1.650 -0.914 1.423
0.286 -0.030 0.827
-2.151 -1.041 1.818
0.471 0.019 -0.062

Summary:
* HOMO: -9.36 eV
* 2S+1: 1
* energy relative to the best compared isomer or geometry (same formula, charge and spin): 83.92 kcal/mol
* SMILES: C=C(Cl)[Si@@H](CCCC)[C@@H](C)CC


2.
Computed, not measured: C18H17ClF2N4O3S2 in the gas phase, with ωB97M-V/def2-TZVPD.

Last column: Mulliken charge in e.
Positions of all 47 atoms, in Å:
O: 1.950 1.286 0.017  -0.74
S: 1.138 0.178 -0.394  1.35
O: 0.110 0.427 -1.369  -0.71
C: 0.387 -0.563 1.046  0.11
C: 1.039 -0.498 2.262  -0.63
C: 0.417 -1.023 3.381  -0.95
C: -0.865 -1.537 3.277  0.38
Cl: -1.653 -2.138 4.690  -0.23
C: -1.548 -1.566 2.054  -0.16
N: -2.843 -2.050 2.000  -0.16
C: -3.866 -1.715 1.167  -0.13
S: -5.182 -2.700 1.032  -0.41
N: -3.833 -0.557 0.458  -0.42
N: -2.922 0.395 0.651  0.10
C: -2.859 1.402 -0.126  -0.35
C: -1.805 2.379 0.023  -0.26
C: -0.974 2.467 1.145  0.71
F: -1.218 1.685 2.213  -0.42
C: 0.078 3.357 1.220  -0.67
C: 0.339 4.195 0.150  -0.26
C: -0.465 4.157 -0.976  -0.74
C: -1.515 3.264 -1.020  0.82
F: -2.292 3.237 -2.119  -0.36
C: -0.865 -1.125 0.920  -0.12
N: 2.168 -1.057 -0.889  0.16
C: 1.468 -2.096 -1.632  -0.55
C: 2.452 -2.867 -2.506  -0.75
O: 3.091 -2.046 -3.459  -0.40
C: 3.316 -0.716 -3.021  -0.41
C: 3.415 -0.631 -1.502  -0.66
H: 2.008 -0.032 2.316  0.55
H: 0.906 -1.004 4.343  0.44
H: -3.095 -2.722 2.717  0.30
H: -4.574 -0.447 -0.240  0.26
H: -3.549 1.538 -0.965  0.46
H: 0.689 3.374 2.107  0.45
H: 1.171 4.879 0.194  0.41
H: -0.284 4.800 -1.822  0.46
H: -1.304 -1.190 -0.060  0.70
H: 0.691 -1.642 -2.260  0.47
H: 0.992 -2.771 -0.914  0.31
H: 3.200 -3.355 -1.863  0.32
H: 1.925 -3.638 -3.074  0.38
H: 4.245 -0.387 -3.495  0.39
H: 2.494 -0.069 -3.360  0.25
H: 3.599 0.393 -1.181  0.38
H: 4.225 -1.271 -1.136  0.34

Atomic forces in eV per Å
0.271 -0.192 0.169
0.274 -0.434 0.151
-0.060 -0.315 0.033
-0.045 0.132 -0.521
0.066 -0.033 0.241
0.159 0.122 -0.222
-0.157 0.045 -0.450
-0.061 -0.050 0.177
0.839 0.154 0.196
-0.153 0.098 0.215
-0.279 -0.174 0.080
-0.346 -0.237 -0.052
-0.564 -0.074 -0.739
0.434 0.701 0.336
-0.655 -0.556 -0.126
0.384 0.425 0.060
-0.080 0.244 0.008
0.061 0.234 -0.140
-0.066 -0.031 0.100
-0.213 -0.162 0.031
-0.104 -0.008 -0.159
0.180 -0.010 0.415
-0.010 -0.085 0.019
0.190 -0.185 0.038
-0.576 0.762 0.449
-0.377 -0.491 -0.312
-0.077 -0.113 0.282
0.008 -0.011 -0.125
0.073 0.251 0.122
0.416 0.245 -0.334
0.158 0.040 0.116
0.012 -0.001 0.082
-0.081 0.079 -0.331
0.232 -0.135 0.291
0.015 -0.083 0.043
0.050 -0.038 0.110
0.082 0.069 0.004
-0.009 0.047 -0.092
-0.151 -0.030 -0.045
0.070 -0.200 -0.014
-0.048 -0.087 -0.161
-0.085 -0.009 -0.087
0.008 0.038 0.193
-0.095 0.057 0.079
0.122 -0.034 0.000
0.235 -0.081 -0.106
-0.047 0.118 -0.021

Summary:
* HOMO: -8.24 eV
* 2S+1: 1
* SMILES: O=S(=O)(c1ccc(Cl)c(NC(=S)N/N=C/c2c(F)cccc2F)c1)N1CCOCC1


3.
Computed, not measured: C4H5N3O in the gas phase, with ωB97M-V/def2-TZVPD.

Last column: Löwdin spin population.
Positions of all 13 atoms, in Å:
C: -0.789 -0.176 1.107  0.10
C: -1.359 0.506 0.033  0.29
C: 0.570 -0.594 1.324  1.08
C: 0.347 0.864 -1.725  0.02
N: 2.276 -0.524 -1.939  0.02
N: 1.378 0.244 -1.578  0.04
N: -0.854 1.031 -1.150  0.07
O: 0.678 -1.342 2.359  0.29
H: -1.334 -0.617 1.922  0.01
H: -2.408 0.668 -0.018  0.02
H: 3.200 -0.276 -1.638  0.00
H: -1.383 1.786 -1.431  0.00
H: -0.320 -1.571 2.735  0.05

Atomic forces in eV per Å
2.286 0.998 -2.966
-0.238 -0.954 1.414
-3.567 1.303 -0.894
0.132 -0.006 -0.011
-0.425 -1.309 -0.834
-0.409 0.877 -0.081
2.293 -1.650 1.069
-1.153 -2.574 3.390
-1.253 0.523 -0.226
-0.848 -0.073 0.696
0.363 0.632 0.802
-0.980 1.691 -1.191
3.799 0.541 -1.169

Summary:
* HOMO (alpha / beta): -6.57 / -8.49 eV
* 2S+1: 3
* energy relative to the best compared isomer or geometry (same formula, charge and spin): 93.15 kcal/mol


4.
Computed, not measured: a molecular structure, C14H25CoN5O6, with ωB97M-V/def2-TZVPD.

Last column: Löwdin spin population.
Positions of all 51 atoms, in Å:
O: 2.180 -0.551 -3.345  0.23
H: 3.014 -0.555 -3.838  0.00
Co: 0.782 -0.166 -0.113  0.57
N: -0.295 0.029 -1.597  0.23
N: 1.038 1.667 -0.254  0.27
N: 0.056 -1.813 0.324  0.01
N: 1.136 -0.101 1.730  0.04
O: -1.236 -0.702 -2.028  0.36
O: -0.667 -2.629 -0.443  0.00
O: 1.534 0.940 2.455  0.01
O: 1.512 2.537 0.583  0.28
C: 0.734 2.111 -1.510  0.04
C: -0.018 1.195 -2.266  0.13
C: 0.222 -2.212 1.608  0.04
C: 0.842 -1.225 2.421  0.03
C: -0.515 1.334 -3.649  0.02
H: -0.059 0.562 -4.278  0.01
H: -0.253 2.314 -4.054  0.00
H: -1.605 1.221 -3.681  0.01
C: 1.247 3.432 -1.933  0.00
H: 2.347 3.451 -1.908  0.00
H: 0.870 4.219 -1.268  0.00
H: 0.923 3.651 -2.956  0.00
C: -0.331 -3.491 2.109  0.01
C: 1.059 -1.332 3.888  0.00
H: -0.542 -4.165 1.274  0.00
H: -1.257 -3.320 2.678  0.00
H: 0.389 -3.953 2.794  0.00
H: 1.295 -0.349 4.314  0.00
H: 1.895 -2.016 4.097  0.00
H: 0.170 -1.739 4.389  0.00
H: -0.836 -2.077 -1.299  0.00
H: 1.579 1.723 1.711  0.00
C: 2.443 -0.599 -0.900  0.47
H: 2.445 -0.505 -2.257  0.09
H: 2.690 -1.650 -0.679  0.03
H: 3.233 0.088 -0.546  0.03
O: 0.587 -2.577 -2.863  0.00
H: 1.235 -1.907 -3.235  0.00
H: 1.043 -3.437 -2.834  0.00
C: -3.835 1.479 2.111  0.00
C: -3.781 0.334 1.313  0.00
C: -2.565 -0.014 0.714  0.00
N: -1.449 0.700 0.882  0.07
C: -1.493 1.798 1.642  0.00
C: -2.667 2.224 2.273  0.00
H: -4.766 1.779 2.595  0.00
H: -4.639 -0.305 1.127  0.00
H: -2.499 -0.896 0.079  0.00
H: -0.571 2.369 1.748  0.00
H: -2.618 3.129 2.875  0.00

Atomic forces in eV per Å
0.636 0.328 -0.123
-0.143 -0.006 0.217
-2.051 1.345 0.326
0.063 0.254 -0.142
0.176 0.598 -0.915
0.556 -1.811 3.263
-0.222 -3.276 2.453
0.547 0.171 -0.265
-0.407 0.068 -0.876
0.471 0.979 -0.546
-0.025 -0.676 -0.498
-0.472 -0.771 -0.584
0.563 0.956 0.526
-0.759 0.401 -3.320
1.000 3.030 -1.097
-0.100 0.488 -0.401
-0.150 0.074 0.134
-0.068 -0.170 0.000
0.222 -0.067 -0.010
-0.179 0.519 -0.446
-0.327 -0.006 0.105
0.199 -0.148 -0.152
0.116 0.029 0.239
0.004 -0.294 0.246
-0.061 -0.109 0.330
0.034 0.134 0.263
0.151 -0.056 -0.176
-0.159 -0.022 -0.111
-0.081 -0.345 -0.176
-0.167 0.161 -0.015
0.205 0.094 -0.119
0.208 -0.630 0.776
0.256 -0.408 0.739
0.860 -0.496 2.627
-0.611 0.059 -1.524
0.253 0.215 -0.428
0.029 -0.283 -0.478
0.691 -0.277 -0.553
-0.558 -0.771 0.444
-0.206 0.647 -0.057
0.152 -0.132 -0.107
0.425 0.053 -0.117
-0.366 0.315 0.402
-0.264 0.074 0.223
-0.668 -0.079 0.061
0.307 -0.082 -0.131
0.296 -0.076 -0.151
0.011 0.223 0.144
0.062 0.176 0.121
-0.238 -0.185 -0.029
-0.214 -0.212 -0.091

Summary:
* HOMO (alpha / beta): -6.32 / -8.08 eV
* 2S+1: 4
* energy relative to the best compared isomer or geometry (same formula, charge and spin): 43.37 kcal/mol


5.
Computed, not measured: FHNP in the gas phase, with ωB97M-V/def2-TZVPD.

Last column: Mulliken charge in e.
Positions of all 4 atoms, in Å:
H: -0.070 -0.013 -0.329  0.08
P: -0.675 1.079 0.297  0.13
N: -0.563 0.274 2.162  -0.10
F: -0.825 1.225 3.071  -0.11

Atomic forces in eV per Å
0.106 -0.618 0.159
-0.097 -0.545 3.869
0.289 0.594 -4.032
-0.298 0.568 0.005

Summary:
* HOMO (alpha / beta): -9.72 / -10.30 eV
* 2S+1: 1
* energy relative to the best compared isomer or geometry (same formula, charge and spin): 111.11 kcal/mol
* SMILES: [H]/P=N/F


6.
Computed, not measured: C4H8N2O in the gas phase, with ωB97M-V/def2-TZVPD.

Last column: Mulliken charge in e.
Positions of all 15 atoms, in Å:
C: 0.828 -1.391 0.282  -1.19
N: -1.176 0.034 1.341  -0.50
C: 0.449 1.206 0.273  0.54
C: 0.354 -0.065 -0.576  0.28
C: -1.083 -0.161 -0.778  -0.77
O: -0.333 1.165 1.373  -0.22
N: 1.034 2.281 0.008  -0.79
H: -2.120 0.418 1.447  0.25
H: 1.551 2.276 -0.865  0.25
H: 0.983 0.000 -1.463  0.53
H: 1.699 -1.199 0.901  0.32
H: 0.049 -1.830 0.897  0.33
H: 1.012 -2.115 -0.507  0.37
H: -1.792 -0.971 -0.673  0.34
H: -1.454 0.352 -1.660  0.26

Atomic forces in eV per Å
-0.280 1.020 -1.541
-0.812 0.490 -2.969
0.420 0.374 -0.769
0.639 -2.466 2.507
-1.604 -0.825 1.365
-0.002 -0.149 0.488
0.363 0.416 0.216
0.168 0.451 0.057
-0.039 -0.288 0.098
-0.224 0.336 -0.043
0.199 -0.014 -0.168
-0.089 0.496 -0.022
0.565 -0.195 0.091
1.020 -1.096 0.116
-0.323 1.450 0.575

Summary:
* HOMO (alpha / beta): -9.00 / -9.00 eV
* 2S+1: 1
* energy relative to the best compared isomer or geometry (same formula, charge and spin): 142.35 kcal/mol


7.
Computed, not measured: 2 unconnected molecules or ions with the total composition CH4Se, with ωB97M-V/def2-TZVPD.

Last column: Mulliken charge in e.
Positions of all 6 atoms, in Å:
C: 0.454 0.431 -0.289  -0.81
Se: -1.439 -0.313 -0.225  -0.09
H: 0.833 0.062 -1.143  0.33
H: 0.228 1.445 -0.517  0.26
H: 1.084 0.270 0.553  0.30
H: -1.160 -1.895 1.622  0.02

Atomic forces in eV per Å
-2.913 0.400 1.268
1.416 -1.765 2.677
1.638 -1.692 -2.731
0.133 1.098 0.435
0.043 -0.036 0.727
-0.317 1.996 -2.377

Summary:
* HOMO: -8.90 eV
* 2S+1: 1
* energy relative to the best compared isomer or geometry (same formula, charge and spin): 73.15 kcal/mol


8.
Computed, not measured: C5H8O in the gas phase, with ωB97M-V/def2-TZVPD.

Last column: Mulliken charge in e.
Positions of all 14 atoms, in Å:
C: 2.465 0.989 0.181  -1.17
C: 1.312 0.391 -0.486  0.73
C: 0.391 -0.252 -0.923  -0.35
C: -0.637 -1.234 -1.287  -0.38
O: -1.916 -1.076 -0.695  -0.36
C: -2.153 0.095 0.050  -0.64
H: 2.282 0.984 1.259  0.28
H: 3.351 0.377 -0.007  0.28
H: 2.681 2.013 -0.128  0.31
H: -0.242 -2.203 -0.951  0.23
H: -0.757 -1.294 -2.377  0.27
H: -2.198 0.994 -0.583  0.29
H: -3.123 -0.053 0.532  0.25
H: -1.389 0.257 0.822  0.27

Atomic forces in eV per Å
0.070 0.037 0.092
-0.397 -0.392 -0.201
0.391 0.175 0.342
0.224 -0.141 -0.145
-0.004 -0.060 -0.014
-0.075 0.254 0.164
0.094 0.077 -0.079
-0.061 0.103 0.011
-0.109 -0.093 -0.050
-0.143 0.055 -0.145
0.003 0.122 0.145
0.015 -0.167 0.070
0.141 0.073 -0.082
-0.148 -0.043 -0.107

Summary:
* HOMO: -9.24 eV
* 2S+1: 1
* energy relative to the best compared isomer or geometry (same formula, charge and spin): 61.45 kcal/mol
* SMILES: CC#CCOC


Repeat the first record exactly.
Computed, not measured: C10H21ClSi in the gas phase, with ωB97M-V/def2-TZVPD.

Last column: Mulliken charge in e.
Positions of all 33 atoms, in Å:
C: 1.199 0.921 -2.754  -0.56
C: 0.346 0.738 -1.803  0.25
Cl: -1.304 0.994 -2.265  -0.21
Si: 0.609 -0.071 0.027  0.05
C: -0.983 0.569 1.003  -0.54
C: -1.054 2.122 0.838  -0.45
C: -1.842 2.772 2.020  -0.62
C: -1.954 4.307 2.168  -1.32
C: 0.642 -2.019 -0.257  0.32
C: -0.395 -2.382 -1.315  -1.55
C: 2.092 -2.512 -0.379  -0.36
C: 2.011 -4.065 -0.485  -1.38
H: 0.928 1.238 -3.773  0.25
H: 2.274 0.673 -2.595  0.21
H: 2.007 0.398 0.647  -0.17
H: -1.931 0.007 0.657  0.28
H: -0.712 0.422 2.059  0.38
H: -1.479 2.425 -0.138  0.32
H: -0.037 2.463 0.894  0.31
H: -2.862 2.338 2.244  0.36
H: -1.279 2.448 2.923  0.27
H: -1.066 4.831 2.339  0.36
H: -2.523 4.716 1.430  0.38
H: -2.462 4.350 3.198  0.32
H: 0.214 -2.621 0.551  0.41
H: -1.331 -1.838 -1.105  0.36
H: -0.120 -2.146 -2.386  0.27
H: -0.413 -3.499 -1.265  0.45
H: 2.812 -2.200 0.446  0.32
H: 2.708 -2.062 -1.295  0.20
H: 1.726 -4.321 -1.535  0.27
H: 1.268 -4.394 0.129  0.44
H: 2.909 -4.602 -0.224  0.37

Atomic forces in eV per Å
2.909 -0.050 -1.834
-0.713 -1.099 2.566
-0.971 0.014 -0.032
-0.588 0.027 -0.528
0.621 -0.123 -1.140
-1.697 -0.176 0.302
0.605 -0.646 1.045
-0.693 -2.859 3.524
0.398 1.990 0.690
1.011 -0.670 -1.694
2.005 -0.124 -1.458
1.818 1.529 -2.778
0.073 -0.107 0.620
-0.841 0.381 -0.045
-1.518 -0.314 -0.634
1.503 0.877 0.832
-0.568 -0.467 -0.122
0.306 -0.229 0.544
0.520 0.588 -0.056
0.915 0.239 -0.936
-0.205 0.069 -0.335
1.672 0.592 -0.265
-1.642 1.412 -1.910
0.222 0.564 -1.578
0.285 0.794 0.843
0.135 -0.800 -0.045
-0.080 0.026 1.094
-0.982 0.838 -0.260
-1.457 -0.311 -0.415
-1.650 -0.914 1.423
0.286 -0.030 0.827
-2.151 -1.041 1.818
0.471 0.019 -0.062

Summary:
* HOMO: -9.36 eV
* 2S+1: 1
* energy relative to the best compared isomer or geometry (same formula, charge and spin): 83.92 kcal/mol
* SMILES: C=C(Cl)[Si@@H](CCCC)[C@@H](C)CC